w) # H18O9

A structure of composition H18O9 (ωB97M-V/def2-TZVPD, OMol25).

Properties
LUMO in hartree: -0.0293
Frontier orbital gap in hartree: 0.2854

Last column: Löwdin charge in e.
Geometry (Å):
O -18.175 6.625 9.726  -0.1018
H -17.348 6.158 9.845  0.0361
H -18.505 6.759 10.615  -0.2475
O -20.056 8.995 11.456  0.0896
H -19.830 9.623 12.142  0.1440
H -20.981 8.798 11.605  0.1353
O -16.711 7.529 13.902  -0.0714
H -16.552 6.847 14.555  0.0344
H -17.609 7.374 13.608  -0.1374
O -19.745 5.012 11.964  -0.0717
H -19.283 5.252 11.161  0.0541
H -20.656 4.900 11.694  0.0741
O -19.892 7.976 9.334  -0.0418
H -19.971 8.863 8.984  0.0516
H -20.053 8.074 10.273  -0.0332
O -18.664 6.709 13.652  0.0191
H -19.511 7.086 13.887  0.1586
H -18.413 6.187 14.414  0.1562
O -17.656 4.930 12.326  -0.0570
H -18.006 4.045 12.228  0.0592
H -18.306 5.387 12.860  -0.0327
O -18.686 7.345 11.557  -0.0175
H -18.785 7.025 12.454  -0.0822
H -19.245 8.121 11.516  -0.1323
O -16.377 8.430 11.873  -0.0540
H -16.829 8.144 11.079  0.0270
H -15.888 9.207 11.603  0.0413



x) # H18O9

A cluster of 9 separate species, H18O9 in total (ωB97M-V/def2-TZVPD, OMol25).

Properties
SMILES: O.O.O.O.O.O.O.O.O
LUMO in hartree: -0.0137
Frontier orbital gap in hartree: 0.3867

Last column: Löwdin charge in e.
Geometry (Å):
O 2.460 1.902 0.816  -0.0512
H 2.737 2.750 1.079  0.0036
H 1.548 1.796 1.141  -0.0361
O -1.945 -0.635 -2.133  -0.0613
H -2.556 0.081 -2.165  0.0173
H -1.527 -0.622 -1.247  -0.0090
O -0.475 -0.311 0.082  -0.0480
H -0.559 0.306 0.815  0.0350
H 0.033 -1.012 0.449  -0.0013
O 0.803 -2.574 -1.736  -0.0069
H 1.716 -2.469 -1.565  0.0338
H 0.569 -1.874 -2.329  0.0390
O 1.062 -2.091 1.469  -0.0344
H 1.756 -1.539 1.847  0.0643
H 0.427 -2.312 2.167  0.0746
O -1.511 3.727 -0.008  -0.0634
H -1.120 4.499 -0.353  0.0018
H -0.855 3.054 -0.268  -0.0150
O 0.005 1.788 -1.335  -0.0603
H -0.623 1.782 -2.069  0.0548
H -0.121 0.904 -0.984  -0.0269
O -0.852 -4.162 0.114  -0.0405
H -1.594 -3.873 -0.391  0.0205
H -0.147 -3.758 -0.365  -0.0311
O 0.123 1.525 1.931  -0.0086
H 0.311 2.267 2.481  0.0810
H 0.336 0.838 2.544  0.0683



Relative stability in eV, measured from the most stable structure: w) 9.650; x) 0.000



w) # H18O9

A cluster of 9 separate species, H18O9 in total (ωB97M-V/def2-TZVPD, OMol25).

Properties
SMILES: O.O.O.O.O.O.O.O.O
LUMO in hartree: -0.0091
Frontier orbital gap in hartree: 0.3899

Last column: Löwdin charge in e.
Geometry (Å):
H 1.243 0.111 1.099  -0.0206
H 0.293 -0.150 -0.230  0.0346
H -2.187 -2.296 -4.179  0.0539
H -1.438 -1.891 -3.074  -0.0328
H -0.664 0.762 5.130  0.0118
H -0.280 1.458 3.849  0.0509
H -2.912 -3.102 -0.257  0.0053
H -2.464 -3.924 0.940  0.0170
H -1.152 -1.124 -1.641  -0.0073
H -2.373 -1.714 -0.912  0.0284
H 2.840 0.541 -0.710  0.0646
H 1.515 1.230 -1.260  0.0206
H -2.400 0.645 -4.011  0.0668
H -1.825 1.990 -3.455  -0.0323
H 1.326 1.406 3.144  0.1009
H 2.387 0.501 2.678  0.0175
H 5.066 3.126 1.158  0.0193
H 4.135 1.957 0.792  0.0533
O 0.354 0.083 0.744  -0.0957
O -2.177 -1.638 -3.504  0.0146
O -0.426 1.618 4.835  -0.0646
O -3.224 -3.585 0.520  -0.0219
O -1.695 -1.014 -0.886  -0.0189
O 2.141 0.545 -1.440  -0.0698
O -1.860 1.106 -3.301  -0.0431
O 1.573 0.397 3.169  -0.0826
O 4.203 2.963 0.801  -0.0699



x) # H18O9

A cluster of 9 separate species, H18O9 in total (ωB97M-V/def2-TZVPD, OMol25).

Properties
SMILES: O.O.O.O.O.O.O.O.O
LUMO in hartree: -0.0119
Frontier orbital gap in hartree: 0.3633

Last column: Löwdin charge in e.
Geometry (Å):
O -0.801 0.618 -3.031  -0.0582
H -1.086 1.534 -3.108  0.0323
H 0.161 0.647 -3.139  -0.0127
O -2.753 0.207 1.025  -0.0428
H -3.045 0.437 0.135  0.0663
H -3.489 -0.293 1.403  0.0722
O 0.030 -0.772 0.063  -0.0414
H 0.650 -0.398 -0.574  0.0325
H -0.595 -0.055 0.248  0.0435
O 0.769 2.725 -1.141  -0.0657
H 1.290 2.001 -1.539  -0.0105
H 0.411 3.217 -1.886  0.0260
O 2.023 0.538 -2.502  -0.0466
H 2.286 0.574 -3.432  0.0807
H 2.682 -0.035 -2.087  0.0835
O -0.632 -3.693 -1.305  -0.0641
H -0.579 -2.776 -1.005  -0.0012
H -0.923 -3.633 -2.221  0.0307
O 2.795 0.941 1.894  -0.0575
H 2.299 0.114 1.857  0.0106
H 3.623 0.703 2.325  0.0345
O 0.188 -1.335 2.889  -0.0649
H 0.277 -1.310 1.921  -0.0099
H -0.356 -2.108 3.066  0.0430
O -2.030 0.671 3.650  -0.0815
H -1.104 0.877 3.813  0.0262
H -2.093 0.605 2.683  -0.0248



Relative stability in eV, measured from the most stable structure: w) 2.547; x) 0.000



w) # H18O9

A cluster of 9 separate species, H18O9 in total (ωB97M-V/def2-TZVPD, OMol25).

Properties
SMILES: O.O.O.O.O.O.O.O.O
LUMO in hartree: -0.0270
Frontier orbital gap in hartree: 0.3334

Last column: Löwdin charge in e.
Geometry (Å):
O 1.866 6.356 -0.974  -0.0580
H 2.525 5.974 -0.384  0.0088
H 2.362 6.612 -1.763  0.0557
O 2.461 3.698 -0.081  -0.0568
H 2.745 3.408 0.805  0.0137
H 1.494 3.683 -0.048  0.0554
O -0.561 2.446 -1.414  -0.0577
H -1.357 2.083 -1.817  0.0609
H -0.442 1.933 -0.594  -0.0033
O -0.186 1.270 1.143  -0.0381
H 0.369 0.539 1.443  0.0624
H -0.485 1.704 1.950  0.0606
O 0.360 4.604 -2.959  -0.0859
H 0.956 5.104 -2.384  -0.0147
H 0.265 3.726 -2.539  -0.0080
O 5.564 2.753 0.432  -0.0360
H 5.397 1.803 0.392  0.0580
H 5.189 3.033 1.275  0.0182
O 2.792 1.317 -1.538  -0.0595
H 2.035 0.956 -1.069  0.0099
H 3.149 1.991 -0.938  -0.0069
O 3.371 3.438 2.700  -0.0444
H 3.937 3.099 3.405  0.0639
H 2.498 3.515 3.103  0.0595
O 5.049 5.025 -1.137  -0.0569
H 4.704 4.332 -0.558  -0.0198
H 4.719 5.847 -0.761  0.0191



x) # H18O9

A cluster of 9 separate species, H18O9 in total (ωB97M-V/def2-TZVPD, OMol25).

Properties
SMILES: O.O.O.O.O.O.O.O.O
LUMO in hartree: -0.0023
Frontier orbital gap in hartree: 0.3537

Last column: Löwdin charge in e.
Geometry (Å):
H -0.146 -1.534 -0.311  -0.0069
H -0.713 -0.233 -0.271  0.0506
H -2.259 0.011 -0.849  0.0483
H -1.976 1.311 -0.174  0.0040
H -3.197 3.944 1.838  0.0472
H -2.056 3.053 2.222  0.0287
H 0.323 -4.627 -2.393  0.0712
H -0.143 -5.467 -1.212  0.0452
H 1.910 2.514 -1.155  -0.0424
H 3.254 2.507 -0.711  0.0843
H -2.355 -1.683 2.715  -0.0423
H -2.326 -2.864 3.668  0.0569
H 0.629 2.678 1.408  0.0081
H 2.086 2.603 1.089  -0.0439
H 3.088 -4.990 -1.340  -0.0292
H 2.366 -3.931 -2.219  0.0748
H 0.406 3.902 0.019  0.0597
H 0.154 3.952 -1.455  0.0694
O -0.737 -1.066 -0.812  -0.0540
O -1.882 0.894 -1.012  -0.0642
O -2.415 3.513 1.466  -0.0482
O 0.618 -4.947 -1.504  -0.0975
O 2.438 1.936 -0.649  -0.0767
O -1.949 -2.463 2.863  -0.0147
O 1.481 2.356 1.738  -0.0386
O 2.723 -4.861 -2.145  -0.0616
O 0.677 3.493 -0.812  -0.0283



y) # H18O9

A cluster of 9 separate species, H18O9 in total (ωB97M-V/def2-TZVPD, OMol25).

Properties
SMILES: O.O.O.O.O.O.O.O.O
LUMO in hartree: -0.0140
Frontier orbital gap in hartree: 0.3758

Last column: Löwdin charge in e.
Geometry (Å):
O 0.472 -0.609 -0.185  -0.0511
H -0.288 -1.195 -0.288  0.0098
H 0.090 0.245 0.080  0.0234
O 1.766 -0.576 -2.800  -0.0700
H 1.306 -0.662 -1.949  -0.0175
H 2.306 -1.367 -2.880  0.0247
O 1.998 2.573 2.643  -0.0590
H 1.462 2.406 1.855  -0.0076
H 2.017 3.529 2.743  0.0289
O -1.467 -2.818 -0.648  -0.0415
H -1.596 -3.640 -0.161  0.0725
H -1.478 -3.071 -1.580  0.0777
O 3.505 -0.364 0.408  -0.0583
H 2.552 -0.517 0.397  -0.0073
H 3.880 -1.123 -0.046  0.0265
O -0.447 1.844 1.058  -0.0441
H -0.883 2.681 0.859  0.0694
H -1.003 1.429 1.730  0.0807
O -3.307 -0.543 -1.335  -0.0574
H -3.255 -0.529 -2.296  0.0381
H -2.763 -1.290 -1.054  -0.0196
O 0.760 3.487 -1.469  -0.0423
H 0.800 4.271 -0.912  0.0337
H 0.603 2.751 -0.869  0.0021
O -2.186 -2.083 2.510  -0.0456
H -2.848 -2.772 2.620  0.0384
H -1.995 -2.060 1.568  -0.0046



Relative stability in eV, measured from the most stable structure: w) 0.101; x) 3.059; y) 0.000



w) # C2H4ClFN2

The molecule C2H4ClFN2 (ωB97M-V/def2-TZVPD, OMol25).

Properties
SMILES: [H]/N=C(/N)[C@@H](F)Cl
LUMO in hartree: 0.0318
Frontier orbital gap in hartree: 0.3962

Last column: Löwdin charge in e.
Geometry (Å):
C 0.490 0.373 -0.019  -0.5316
C -0.884 -0.217 -0.408  -0.6159
H 1.998 -0.338 1.056  0.1039
H 0.704 -1.462 0.510  0.0637
H -0.109 2.056 -0.495  0.0461
H -1.502 0.469 -0.965  0.0842
N 1.226 -0.640 0.520  0.1499
N 0.716 1.609 -0.100  0.1341
F -0.651 -1.363 -1.130  -0.0244
Cl -1.987 -0.486 1.031  0.5901



x) # C2H4ClFN2

The molecule C2H4ClFN2 (ωB97M-V/def2-TZVPD, OMol25).

Properties
SMILES: N/N=C\[C@H](F)Cl
LUMO in hartree: 0.0278
Frontier orbital gap in hartree: 0.3651

Last column: Löwdin charge in e.
Geometry (Å):
C 0.493 0.696 0.341  -0.1584
C -0.203 0.564 -1.053  -0.8191
H -0.194 -2.103 1.865  0.1607
H -0.089 -1.533 0.261  0.0632
H 1.100 1.547 0.469  0.0683
H -1.333 0.485 -0.867  0.1245
N -0.351 -1.231 1.187  -0.0266
N 0.300 -0.103 1.349  -0.0789
F 0.369 -0.424 -1.610  0.0382
Cl -0.092 2.102 -1.941  0.6280



Relative stability in eV, measured from the most stable structure: w) 0.000; x) 1.913



w) # C4H6FNS

The molecule C4H6FNS (ωB97M-V/def2-TZVPD, OMol25).

Properties
SMILES: FC[C@H]1CN1C=S
LUMO in hartree: 0.0086
Frontier orbital gap in hartree: 0.3258

Last column: Löwdin charge in e.
Geometry (Å):
C 1.671 -0.403 0.431  -0.2301
C 0.563 -1.051 -0.459  -0.1848
C -0.480 -1.958 0.202  -0.1005
C -1.628 0.271 0.141  -0.7662
H 1.248 0.423 1.225  0.1560
H 2.132 -1.357 0.690  0.1166
H 0.882 -1.435 -1.463  0.1516
H -0.415 -1.935 1.336  0.1265
H -0.633 -2.994 -0.088  0.0950
H -2.469 -0.073 0.894  0.1095
N -0.953 -0.725 -0.515  -0.1147
F 2.464 0.356 -0.313  -0.0262
S -1.063 1.756 0.121  0.6672



x) # C4H6FNS

The molecule C4H6FNS (ωB97M-V/def2-TZVPD, OMol25).

Properties
SMILES: CC(=S)N/C=C/F
LUMO in hartree: 0.0155
Frontier orbital gap in hartree: 0.3274

Last column: Löwdin charge in e.
Geometry (Å):
C 0.686 -0.633 -2.551  -0.1057
C 0.159 -0.467 -1.152  -0.8305
C 0.387 1.278 0.589  -0.1426
C -0.064 0.714 1.713  -0.1510
H 0.800 0.317 -3.064  0.0707
H 1.624 -1.208 -2.569  0.0911
H -0.036 -1.211 -3.153  0.0805
H 1.145 1.287 -1.257  0.1438
H 0.521 2.353 0.681  0.1295
H -0.371 -0.348 1.842  0.0535
N 0.563 0.734 -0.633  -0.0309
F -0.248 1.437 2.851  -0.0098
S -0.775 -1.539 -0.332  0.7014



Relative stability in eV, measured from the most stable structure: w) 2.201; x) 0.000



w) # C4H6FNS

The molecule C4H6FNS (ωB97M-V/def2-TZVPD, OMol25).

Properties
SMILES: C[C@H]1N=C(F)CS1
LUMO (alpha / beta) in hartree: -0.0102 / -0.0123
Frontier orbital gap (alpha / beta) in hartree: 0.3112 / 0.3067

Last column: Löwdin charge in e.
Geometry (Å):
C 0.674 -1.276 -0.781  -0.2907
C -0.679 -1.084 -1.242  -0.3657
C 0.451 1.016 0.096  -0.7311
C -0.120 0.890 1.536  -0.1355
N 1.498 0.037 -0.123  0.0862
F 1.411 -2.297 -0.820  0.1584
S -1.032 0.784 -1.006  0.8238
H -0.960 -1.045 -2.393  0.1136
H -1.473 -1.591 -0.670  0.0832
H 0.789 2.011 -0.081  0.0741
H 0.094 -0.161 1.820  0.0776
H -1.165 1.214 1.499  0.0456
H 0.512 1.502 2.165  0.0605



x) # C4H6FNS

The molecule C4H6FNS (ωB97M-V/def2-TZVPD, OMol25).

Properties
SMILES: F[C@H]1CCNC1=S
LUMO in hartree: 0.0242
Frontier orbital gap in hartree: 0.3349

Last column: Löwdin charge in e.
Geometry (Å):
C 0.401 1.063 0.336  -0.3600
C -0.970 0.590 -0.161  -0.1049
C -0.898 -0.939 -0.028  -0.1613
C 1.343 -0.095 -0.009  -0.7954
H 0.441 1.170 1.443  0.1645
H -1.055 0.883 -1.274  0.1513
H -1.822 1.056 0.358  0.1176
H -1.438 -1.388 -0.821  0.1045
H -1.264 -1.220 0.946  0.1140
H 0.935 -2.056 -0.295  0.1006
N 0.530 -1.193 -0.157  0.0136
F 0.821 2.210 -0.270  0.0016
S 2.975 -0.080 -0.069  0.6538



Relative stability in eV, measured from the most stable structure: w) 4.008; x) 0.000



w) # C6H9NO2S

The molecule C6H9NO2S (ωB97M-V/def2-TZVPD, OMol25).

Properties
SMILES: C=C(C#N)S(=O)(=O)C(C)C
LUMO in hartree: -0.0141
Frontier orbital gap in hartree: 0.3758

Last column: Löwdin charge in e.
Geometry (Å):
C -3.046 0.687 0.354  -0.2646
C -2.680 -0.797 -1.521  0.1033
C -2.361 -0.234 -0.373  -0.3513
C 1.720 -0.768 0.531  -0.0998
C 0.466 1.379 0.303  -0.0754
C 0.559 -0.098 -0.112  -0.4458
N -3.615 1.538 0.873  0.2027
O -1.213 -0.686 1.994  -0.2898
O -0.940 -2.338 0.142  -0.3192
S -0.966 -0.977 0.601  0.7197
H -1.860 -1.458 -1.884  0.0917
H -3.414 -0.558 -2.263  0.0858
H 1.741 -0.620 1.636  0.1144
H 1.685 -1.779 0.214  0.0701
H 2.572 -0.206 0.094  0.1024
H 1.520 1.514 0.330  0.0515
H 0.007 1.423 1.308  0.0863
H -0.058 2.122 -0.437  0.1259
H 0.606 -0.242 -1.120  0.0924



x) # C6H9NO2S

A cluster of 2 separate species, C6H9NO2S in total (ωB97M-V/def2-TZVPD, OMol25).

Properties
LUMO (alpha / beta) in hartree: -0.0434 / -0.0545
Frontier orbital gap (alpha / beta) in hartree: 0.2576 / 0.2548

Last column: Löwdin charge in e.
Geometry (Å):
C 2.004 0.278 -0.227  -0.3137
C 0.965 -0.471 -0.719  -0.3260
C -0.345 0.098 -0.279  -0.1926
C -0.337 1.250 0.699  -0.5128
C 1.149 -1.747 -1.454  -0.0638
C -0.914 1.057 2.136  -0.1320
N -1.475 0.089 -1.201  -0.3657
O -1.474 -0.845 -2.010  0.0454
O -2.272 1.031 -1.064  0.0607
S 1.505 1.534 0.906  0.9250
H 2.992 0.088 -0.326  0.0410
H -1.262 -1.306 0.713  0.2403
H -0.826 2.198 0.303  0.1315
H 2.058 -2.259 -1.039  0.1017
H 1.243 -1.546 -2.553  0.1005
H 0.214 -2.309 -1.456  0.0643
H -1.801 0.526 1.997  0.0278
H -1.005 1.979 2.713  0.0777
H -0.420 0.354 2.860  0.0907



Relative stability in eV, measured from the most stable structure: w) 0.000; x) 4.115